# 1
Molecular formula: C16H27NO5P
Method: DFT, the ωB97M-V functional and the def2-TZVPD basis

Values from the calculation:
Frontier orbital gap ... 5.153 eV
Total charge ... -1
2S+1 ... 1
Maximum force ... 0.86 eV/A
E_tot ... -38045.83957 eV

The geometry in XYZ format:
```
50
C16H27NO5P | OMol25 | the ωB97M-V functional and the def2-TZVPD basis
C 3.236 1.023 2.343
C 2.265 0.435 1.336
O 1.744 1.194 0.529
N 1.930 -0.875 1.434
C 2.933 -1.846 1.881
C 0.994 -1.379 0.383
O 1.322 -2.654 -0.015
P 0.207 -3.944 0.554
O -0.615 -2.696 1.473
C -0.477 -1.445 0.861
C -0.951 -0.322 1.788
C -2.015 0.613 1.203
C -3.455 0.081 1.198
C -3.614 -1.301 0.560
C -4.371 1.083 0.489
H 3.447 0.384 3.195
H 2.791 1.960 2.686
H 4.174 1.271 1.834
H 3.463 -1.462 2.753
H 3.650 -2.075 1.088
H 2.429 -2.771 2.155
H 1.057 -0.711 -0.484
H -0.697 -4.959 1.041
H -0.671 -3.640 -0.569
H 0.946 -4.889 -0.252
H 1.108 -4.183 1.674
H -1.069 -1.443 -0.071
H -1.336 -0.786 2.706
H -0.093 0.284 2.084
H -1.726 0.922 0.187
H -2.017 1.534 1.804
H -3.791 0.006 2.245
H -2.973 -2.054 1.025
H -4.653 -1.639 0.663
H -3.382 -1.263 -0.511
H -4.353 2.066 0.970
H -4.039 1.208 -0.550
H -5.404 0.719 0.455
C 0.874 2.880 -4.912
C 1.522 3.899 -4.357
C 1.864 3.895 -2.910
O 2.452 4.836 -2.416
C 1.462 2.714 -2.110
C 0.815 1.692 -2.667
C 0.467 1.695 -4.108
O -0.128 0.777 -4.631
H 0.609 2.856 -5.962
H 1.829 4.774 -4.918
H 1.720 2.716 -1.057
H 0.520 0.822 -2.094
```

# 2
Molecular formula: C16H28BNO4
Method: DFT, the ωB97M-V functional and the def2-TZVPD basis

Values from the calculation:
Frontier orbital gap ... 9.857 eV
Total charge ... 0
2S+1 ... 1
Maximum force ... 4.21 eV/A
E_tot ... -27402.15075 eV

The geometry in XYZ format:
```
50
C16H28BNO4 | OMol25 | the ωB97M-V functional and the def2-TZVPD basis
O 1.875 -1.787 4.310
O 3.967 -1.892 3.400
O 0.054 0.347 -0.350
O -2.055 1.709 -0.131
B -0.709 1.392 0.226
C 2.740 -1.275 3.598
N 2.941 -0.043 1.371
C 4.083 -3.262 3.922
C -0.795 2.055 -2.931
C 1.044 0.259 -2.907
C 0.270 2.104 1.276
C -2.889 -0.217 -3.267
C 0.289 1.685 2.669
C -1.399 -0.646 -3.319
C -2.783 -0.409 0.284
C -1.062 -1.434 -1.988
C -3.349 0.629 -2.028
C -0.462 0.508 -2.691
C 0.845 0.215 2.665
C -0.970 -0.048 -1.302
C -2.343 0.508 -0.806
C 2.397 -0.035 2.738
H 2.231 -0.209 0.626
H 3.498 -0.834 1.236
H 4.405 -3.214 4.980
H 3.137 -3.747 4.009
H 4.858 -3.729 3.281
H 0.056 2.461 -3.444
H -1.672 2.061 -3.575
H -0.985 2.597 -2.046
H 1.640 1.019 -2.413
H 1.253 0.284 -4.010
H 1.385 -0.695 -2.492
H -0.176 3.062 1.277
H 1.204 2.123 0.674
H -3.577 -1.068 -3.237
H -3.144 0.186 -4.244
H 0.843 2.442 3.188
H -0.743 1.781 3.022
H -0.975 -1.074 -4.205
H -3.299 -1.329 -0.048
H -1.986 -0.743 0.884
H -3.521 0.143 0.899
H -1.897 -1.989 -1.518
H -0.145 -2.061 -1.952
H -3.502 1.648 -2.365
H -4.443 0.400 -1.697
H 0.420 -0.351 3.499
H 0.524 -0.382 1.782
H 2.921 0.854 3.149
```

# 3
Molecular formula: C16H28F4INO13PS3
Method: DFT, the ωB97M-V functional and the def2-TZVPD basis

Values from the calculation:
Frontier orbital gap ... 5.307 eV
Total charge ... +1
2S+1 ... 1
Maximum force ... 10.55 eV/A
E_tot ... -105898.82984 eV

The geometry in XYZ format:
```
67
C16H28F4INO13PS3 | OMol25 | the ωB97M-V functional and the def2-TZVPD basis
C 0.801 -0.883 1.805
C -0.503 -0.662 0.781
O -0.460 0.634 0.088
C -1.460 1.582 0.603
P -1.809 1.704 2.476
O -0.389 1.594 3.494
O -2.923 0.463 3.075
S -2.672 3.422 2.967
C -2.998 1.516 -0.052
C -3.217 0.650 -1.429
C -4.448 -0.462 -1.335
C -4.169 -1.647 -0.236
I -6.408 0.520 -0.933
C -3.471 3.063 -0.438
C -1.941 3.672 -0.569
S -1.927 5.308 -1.480
O -0.571 5.692 -2.122
O -2.942 5.165 -2.681
C -2.664 6.635 -0.360
F -2.315 6.300 1.041
F -4.153 6.604 -0.613
F -2.136 7.942 -0.824
N -0.950 2.905 -0.007
S 0.726 3.465 -0.028
O 0.860 4.961 0.458
O 1.666 2.647 0.906
F 1.254 3.288 -1.678
H 1.267 0.156 2.079
H 0.437 -1.520 2.716
H 1.649 -1.530 1.273
H -0.352 -1.492 -0.064
H -1.525 -0.918 1.294
H -0.631 2.051 4.370
H -3.265 -0.099 2.319
H -3.874 1.196 0.672
H -2.247 0.084 -1.783
H -3.493 1.394 -2.318
H -4.494 -0.979 -2.398
H -4.703 -1.465 0.802
H -4.514 -2.681 -0.699
H -2.997 -1.746 -0.084
H -4.076 3.634 0.418
H -4.178 3.225 -1.356
C 4.575 -4.857 3.906
O 4.307 -3.689 3.133
C 5.400 -3.152 2.534
O 6.541 -3.581 2.607
O 5.004 -2.056 1.839
C 6.058 -1.385 1.152
H 3.632 -5.200 4.338
H 4.974 -5.656 3.272
H 5.266 -4.629 4.724
H 6.516 -2.044 0.408
H 6.808 -1.018 1.860
H 5.627 -0.525 0.630
C 1.413 -5.152 -4.496
O 0.939 -4.161 -3.586
C 1.800 -3.132 -3.383
O 2.898 -3.003 -3.901
O 1.227 -2.272 -2.503
C 2.026 -1.132 -2.193
H 0.645 -5.926 -4.583
H 1.577 -4.717 -5.488
H 2.329 -5.616 -4.119
H 2.215 -0.537 -3.093
H 2.967 -1.436 -1.724
H 1.471 -0.514 -1.482
```

# 4
Molecular formula: C16H28IN4O9S
Method: DFT, the ωB97M-V functional and the def2-TZVPD basis

Values from the calculation:
Frontier orbital gap ... 8.215 eV
Total charge ... +1
2S+1 ... 1
Maximum force ... 8.85 eV/A
E_tot ... -60348.87892 eV

The geometry in XYZ format:
```
59
C16H28IN4O9S | OMol25 | the ωB97M-V functional and the def2-TZVPD basis
C -2.063 0.172 -3.344
C -1.201 -1.241 -3.462
O -1.913 -2.322 -3.851
O 0.243 -1.372 -3.214
C 0.520 -2.037 -1.923
C 1.888 -1.361 -1.316
C 1.584 -0.187 -0.163
S -0.049 0.729 -0.537
N 1.467 -0.918 1.145
C 2.352 -0.370 2.238
O 3.650 -1.071 2.137
C 1.666 -0.871 3.668
C 2.855 -1.929 4.472
C 4.070 -1.072 5.367
O 2.824 -1.911 6.035
C 2.544 1.257 2.237
I 0.698 2.370 2.782
C 3.687 1.760 3.348
N 3.046 2.158 4.692
N 2.978 1.818 0.905
C 2.781 0.911 -0.285
O 4.111 0.350 -0.647
N 4.579 1.198 -1.615
O 5.262 0.595 -2.426
H -2.875 0.290 -4.182
H -2.613 0.280 -2.290
H -1.358 1.123 -3.419
H 0.779 -3.174 -2.175
H -0.389 -2.067 -1.186
H 2.487 -0.920 -2.246
H 2.606 -2.196 -0.854
H 0.215 1.663 -1.552
H 1.549 -1.957 1.038
H 4.382 -0.466 1.818
H 0.702 -1.518 3.526
H 1.588 -0.029 4.475
H 3.204 -2.972 3.868
H 4.802 -1.698 6.037
H 3.748 -0.166 6.035
H 4.551 0.973 3.497
H 4.228 2.756 2.975
H 3.805 1.957 5.411
H 2.971 3.219 4.724
H 2.470 2.720 0.732
H 4.011 2.075 0.917
H 2.492 1.624 -1.198
C -8.095 -1.092 -3.473
C -7.502 0.301 -3.364
C -6.134 0.387 -3.968
O -5.536 1.439 -3.239
C -6.102 1.402 -1.996
O -5.645 1.945 -1.011
O -7.257 0.656 -2.011
H -9.173 -1.065 -3.282
H -7.941 -1.511 -4.472
H -7.659 -1.769 -2.731
H -8.184 1.042 -3.799
H -6.166 0.614 -5.038
H -5.537 -0.519 -3.812
```